Density functional theory data (wB97M-V/def2-TZVPD) for an isolated molecule of C2H7N2O2P3 at a distorted geometry.

## Properties
**DFT total energy**: -37125.6885 eV
**Multiplicity**: 3
**Gap between HOMO and LUMO (spin up / spin down)**: 6.81 / 5.83 eV
**LUMO (spin up / spin down)**: 0.797 / -3.565 eV
**E_HOMO (spin up / spin down)**: -6.01 / -9.39 eV

Each atom is followed by the atoms it is bonded to, with distances in Å.
Geometry (Å):
1 C -2.3195 0.1677 0.4883  C2 1.518, O5 1.476, H10 1.168, H11 1.041
2 C -1.5656 1.1507 -0.3894  C1 1.518, O6 1.444, H12 1.182, H13 1.076
3 N 0.2205 -1.3368 -0.2544  P7 1.550, P8 1.627
4 N 2.1608 0.2614 0.3472  P8 1.764, P9 1.705, H14 1.049
5 O -2.3720 -1.2575 0.1079  C1 1.476, P7 1.631
6 O -0.1514 1.2791 -0.1263  C2 1.444, P8 1.733
7 P -1.0606 -2.1990 -0.1249  N3 1.550, O5 1.631
8 P 0.8546 0.0507 -0.8202  N3 1.627, N4 1.764, O6 1.733
9 P 3.7271 -0.4034 0.2385  N4 1.705, H15 1.355, H16 1.363
10 H -1.8848 0.1361 1.5720  C1 1.168
11 H -3.2612 0.6106 0.5266  C1 1.041
12 H -1.6779 0.8083 -1.5146  C2 1.182
13 H -2.0490 2.0903 -0.1878  C2 1.076
14 H 1.9631 0.5426 1.3382  N4 1.049
15 H 3.5506 -1.7036 -0.0994  P9 1.355
16 H 3.8654 -0.1972 -1.1019  P9 1.363